Record 1
{"formula": "C39H49F32N2O4S", "method": "ωB97M-V/def2-TZVPD", "fmax_ev_per_a": 0.6, "total_charge": 1, "lumo_ha": -0.1235, "homo_ev": -11.340, "homo_lumo_gap_ev": 8.0, "symbols": ["S", "F", "F", "F", "F", "F", "F", "F", "F", "F", "F", "F", "F", "F", "F", "F", "F", "F", "F", "F", "F", "F", "F", "F", "F", "F", "F", "F", "F", "F", "F", "F", "F", "O", "O", "O", "O", "N", "N", "C", "C", "C", "C", "C", "C", "C", "C", "C", "C", "C", "C", "C", "C", "C", "C", "C", "C", "C", "C", "C", "C", "C", "C", "C", "C", "C", "C", "C", "C", "C", "C", "C", "C", "C", "C", "C", "C", "C", "H", "H", "H", "H", "H", "H", "H", "H", "H", "H", "H", "H", "H", "H", "H", "H", "H", "H", "H", "H", "H", "H", "H", "H", "H", "H", "H", "H", "H", "H", "H", "H", "H", "H", "H", "H", "H", "H", "H", "H", "H", "H", "H", "H", "H", "H", "H", "H", "H"], "xyz": [[1.96747, -0.87348, -10.50139], [-4.22898, 0.66180, 3.77699], [-1.76730, 1.10843, 5.11174], [-2.03574, 1.35531, 2.32555], [2.06222, 0.22658, 1.73574], [4.33248, -5.04688, 1.78061], [-4.58078, 10.91688, 8.96657], [1.54342, -7.16099, 1.70851], [-5.43444, 3.93203, 4.07789], [-3.75873, 11.30481, 6.40496], [-1.63511, 7.29420, 7.76740], [1.74009, 1.29935, -0.73054], [3.31698, -6.16984, 4.59963], [1.85953, -7.05710, -0.97146], [-3.25462, 5.16156, 7.93908], [-3.26632, 9.17122, 9.12937], [3.09876, 2.57890, 0.41635], [-3.94053, 3.26383, 2.64696], [-1.75038, 6.05824, 5.96010], [-6.01518, 1.56166, 2.88513], [-4.78621, 9.41790, 6.73151], [5.43105, 1.78955, 4.46993], [-0.10431, 0.64814, 3.06755], [1.75678, -5.14650, 0.87315], [3.04010, -4.18327, 3.70971], [3.34758, -8.19994, 0.16506], [5.07394, 2.65564, 2.48480], [3.60215, 3.73280, 4.46437], [2.32031, 2.60853, 3.09381], [-4.43637, 7.00538, 7.98662], [2.99020, -0.89909, 0.12784], [-0.06740, 2.48630, 4.99276], [4.18219, -7.11216, 2.47073], [3.79347, -4.91886, -1.14665], [4.29192, 0.24898, 1.49622], [-2.55232, 9.47478, 6.43425], [-3.54078, 3.16225, 4.86398], [0.81943, -1.79512, -4.77223], [-0.31186, -1.49312, -5.53749], [3.28900, 2.49479, 4.03065], [-2.16726, 3.38872, 4.60656], [3.47666, -5.99136, 2.23331], [-1.46208, -1.31897, -2.47214], [2.97206, 1.37675, -0.15157], [-3.15879, 0.42177, -3.27555], [2.42523, -6.28372, 1.15009], [4.07913, -6.27902, -0.88761], [4.26830, -3.00391, -2.59223], [1.74305, -2.71942, -6.88633], [-5.14153, 1.64328, 3.91385], [2.95468, -2.80027, -4.71174], [-2.63039, 8.20623, 5.82474], [-1.26852, 2.15800, 4.42751], [2.93809, -6.94518, -0.15103], [-2.66745, -2.27767, -5.87831], [3.07494, -2.52160, -3.35554], [4.43269, 0.41755, 2.90266], [2.61403, -1.37269, -8.89534], [1.83483, -2.43380, -5.41748], [-3.53665, -3.54459, -5.90339], [-3.43058, -4.38460, -4.62515], [-3.66736, 6.22504, 7.20871], [-4.45911, 3.01580, 3.86472], [-3.64844, 10.08879, 6.98282], [-2.42505, 6.98118, 6.72626], [2.78804, -5.50511, 3.55556], [-3.57517, -0.84667, -1.12370], [4.54783, 1.85204, 3.43524], [4.20997, -4.53869, -2.44526], [3.08774, 0.24562, 0.88050], [2.05097, -1.80534, -2.76309], [-0.92644, 1.72081, 3.00272], [-0.12504, -0.63152, -2.75911], [-2.51410, -0.27145, -2.06997], [1.55768, -1.47217, -7.78136], [-1.19718, -2.63496, -5.85813], [-3.46071, 10.33795, 8.48448], [0.92362, -1.44369, -3.46605], [1.70949, -5.65024, 3.54341], [-3.13912, -1.56632, -0.43552], [4.99815, -6.39087, -0.30999], [-5.67199, 1.52114, 4.85968], [-3.23046, -3.76100, -3.75185], [-1.80894, 3.85308, 5.51732], [-4.56910, -3.23496, -6.04327], [-1.78285, -1.92430, -3.31693], [-1.33617, -1.99499, -1.62725], [5.18305, -2.77710, -3.13558], [5.17112, -4.98577, -2.70288], [-2.52850, 0.37498, -4.16634], [-2.96750, -1.68921, -5.01343], [3.47480, -4.93640, -3.15431], [-4.38403, -1.31310, -1.68439], [1.40202, 0.28529, -10.14019], [-1.97858, 0.49603, -1.50447], [-4.25062, 5.85884, 6.35835], [4.31921, -2.53761, -1.61220], [3.73838, 1.25704, -0.92018], [-0.79892, -0.69744, -5.15149], [2.91265, 1.90889, 4.87314], [-0.94976, -2.96808, -6.86763], [3.05663, -2.34873, -9.08398], [-3.23855, -4.15213, -6.75809], [1.58542, -0.56493, -7.18199], [4.18041, -6.83973, -1.81892], [-0.27467, 0.31305, -3.29196], [-1.77908, 8.18855, 5.14532], [-2.90765, -1.69731, -6.76871], [2.68025, -3.19734, -7.15819], [2.13308, -1.50284, -1.73376], [3.74727, -3.31787, -5.23015], [-2.02057, 4.11244, 3.80441], [-0.97818, -3.47594, -5.19837], [0.31573, -0.35722, -1.80559], [-2.60580, -5.09165, -4.69629], [0.96969, -3.46009, -7.07542], [0.57142, -1.48608, -8.23861], [-0.41422, 2.51882, 2.45806], [-4.01945, -0.04162, -0.54155], [5.39902, -0.03345, 3.11857], [3.42350, -0.71805, -8.57950], [-3.52629, 8.10114, 5.21130], [-4.34719, -4.93240, -4.43236], [-3.36549, 1.47192, -3.08993], [-4.09096, -0.07602, -3.54000], [3.68860, -0.15138, 3.45531], [-2.60462, 10.99431, 8.65099]], "atomic_forces_ev_per_a": [[-0.0419, 0.0021, -0.2558], [0.0015, 0.0080, -0.0353], [0.0214, 0.0407, -0.0307], [-0.0040, -0.0042, -0.0010], [0.0059, 0.1104, -0.0878], [-0.0843, -0.1044, -0.0044], [0.0176, -0.0076, 0.0186], [0.0791, 0.2037, -0.1345], [-0.0131, 0.0668, -0.0581], [-0.0701, 0.0143, -0.0510], [-0.0333, -0.0447, -0.0263], [0.0171, 0.0177, -0.0270], [-0.0201, 0.0970, -0.0872], [0.0779, 0.0838, 0.0537], [-0.0402, 0.0166, -0.0045], [-0.0312, 0.0063, -0.0044], [-0.0943, 0.0910, 0.1468], [0.0107, -0.0488, 0.0146], [0.0107, 0.1107, -0.1026], [0.0062, -0.0229, 0.0144], [0.0218, -0.0276, 0.0446], [-0.0092, -0.0319, 0.0337], [-0.1087, -0.0453, 0.0544], [0.1096, -0.0229, 0.0041], [-0.0236, -0.0886, -0.0030], [-0.1109, 0.1153, -0.1067], [-0.0803, -0.0388, 0.0891], [-0.0307, -0.0279, -0.0583], [0.0009, -0.0275, -0.1412], [-0.0036, 0.0034, 0.0115], [0.1292, -0.1453, 0.1691], [0.0457, 0.0549, -0.0471], [-0.0820, 0.0938, -0.0301], [0.2179, 0.0364, 0.0387], [0.0377, 0.4320, -0.1060], [0.0158, -0.1684, 0.5008], [0.0311, -0.5073, -0.0770], [-0.0028, -0.1203, -0.0967], [-0.1673, 0.1268, -0.0944], [0.0468, 0.0575, 0.1909], [0.0962, 0.4102, 0.0924], [0.1228, 0.1240, 0.1608], [-0.1594, 0.1096, 0.1779], [0.0352, -0.0124, -0.1051], [0.1166, -0.1874, -0.0834], [-0.2643, -0.4390, 0.1436], [-0.0562, 0.2268, -0.1097], [-0.1012, -0.4817, 0.0724], [0.1127, 0.2824, -0.0106], [-0.0803, -0.0374, 0.0117], [-0.0862, -0.0206, 0.2404], [0.0655, 0.0581, -0.5832], [-0.2987, -0.1983, 0.1475], [0.0113, -0.0809, 0.0223], [-0.4808, -0.2800, 0.0364], [0.1596, 0.1548, -0.0939], [0.2003, -0.5344, 0.1986], [-0.0834, -0.0297, 0.3645], [0.0227, -0.1144, -0.3099], [0.2104, 0.0842, 0.2783], [0.2756, 0.1933, -0.1080], [0.0133, -0.1163, -0.0470], [0.0497, 0.2641, 0.0851], [0.0554, 0.0496, -0.2538], [0.0546, 0.1781, 0.2373], [0.1407, 0.1462, 0.0353], [0.0730, 0.3038, -0.2529], [0.0522, 0.1376, -0.3121], [-0.3367, -0.0727, -0.1291], [0.0006, -0.0744, 0.0634], [0.2386, -0.0786, -0.0663], [0.1820, 0.0562, -0.1044], [0.0153, -0.0607, -0.2815], [-0.0304, 0.0372, 0.1354], [-0.1081, 0.0026, -0.2021], [0.3709, 0.0082, -0.3408], [0.0076, 0.0458, 0.0606], [-0.2373, 0.1770, 0.3947], [-0.0090, -0.0722, -0.0083], [-0.0513, -0.0471, 0.1120], [0.0202, 0.0343, 0.0585], [0.0016, 0.0033, -0.0053], [-0.1154, 0.0834, 0.0545], [0.0510, 0.0098, 0.1038], [-0.0677, 0.0058, -0.1618], [-0.1583, -0.0355, -0.0389], [0.1782, -0.1637, -0.0502], [0.0086, 0.2324, -0.0711], [0.1711, 0.0489, 0.1983], [0.1315, 0.1314, -0.0162], [0.1095, 0.0982, 0.0866], [0.0928, -0.0814, -0.1534], [0.0096, -0.2329, 0.0074], [0.0632, 0.0456, 0.1141], [0.1356, -0.0259, 0.0714], [-0.0201, 0.0282, 0.0134], [0.0486, -0.0319, 0.1051], [-0.0083, -0.0286, -0.0022], [0.0140, -0.0780, 0.2121], [-0.0303, -0.0229, -0.0413], [0.0293, -0.1089, -0.0172], [0.0179, -0.0767, -0.1067], [-0.2045, -0.0398, -0.1497], [0.0413, 0.0695, 0.0678], [0.0169, -0.1257, -0.0087], [-0.0931, -0.0065, -0.1298], [0.0140, -0.0035, 0.0140], [0.1628, 0.1964, -0.0175], [0.0789, -0.1054, 0.0734], [-0.0956, -0.0311, 0.1151], [0.0240, -0.0263, -0.1037], [0.0225, -0.1398, -0.1210], [-0.0961, 0.0733, 0.2900], [0.0228, 0.1515, 0.0296], [-0.0364, -0.1624, 0.0756], [-0.0657, -0.0199, -0.0429], [-0.0847, -0.0843, 0.0136], [-0.0265, 0.0150, 0.0293], [-0.0829, 0.0005, 0.0814], [0.0132, 0.0131, -0.0166], [0.0860, 0.0390, -0.0863], [-0.0931, -0.0697, 0.1590], [-0.0204, -0.1525, -0.0239], [-0.1297, 0.0460, 0.0686], [-0.0985, 0.0338, -0.0461], [-0.1848, 0.0784, -0.0093], [-0.0055, -0.0007, -0.0051]]}

=====

Record 2
{"formula": "C39H49N2O3P2PtS", "method": "ωB97M-V/def2-TZVPD", "fmax_ev_per_a": 1.1, "total_charge": 1, "lumo_ha": -0.1609, "homo_ev": -9.433, "homo_lumo_gap_ev": 5.1, "symbols": ["Pt", "S", "P", "P", "O", "O", "O", "N", "N", "C", "C", "C", "C", "C", "C", "C", "C", "C", "C", "C", "C", "C", "C", "C", "C", "C", "C", "C", "C", "C", "C", "C", "C", "C", "C", "C", "C", "C", "C", "C", "C", "C", "C", "C", "C", "C", "C", "C", "H", "H", "H", "H", "H", "H", "H", "H", "H", "H", "H", "H", "H", "H", "H", "H", "H", "H", "H", "H", "H", "H", "H", "H", "H", "H", "H", "H", "H", "H", "H", "H", "H", "H", "H", "H", "H", "H", "H", "H", "H", "H", "H", "H", "H", "H", "H", "H", "H"], "xyz": [[-0.33080, -0.24965, 0.20591], [-1.73791, -1.39341, -6.88546], [-1.08546, 1.63185, 1.13826], [1.03016, -1.13751, 1.81683], [-1.71833, -2.84411, -6.95907], [-2.91829, -0.75300, -7.42510], [-0.47623, -0.72727, -7.17224], [-2.15862, -0.52793, -0.94729], [1.11553, -0.58771, -1.71414], [0.51014, -2.60829, -3.00433], [2.30278, -3.28167, 0.44724], [0.51755, -0.80122, 4.59118], [2.22932, -3.91239, -4.07651], [-0.54487, 2.95368, 4.95610], [-0.09778, -3.18790, 0.34454], [1.07004, -5.02971, -0.65240], [-5.00417, 2.81307, 0.61584], [-2.72504, 2.49963, -0.90593], [-1.12336, -2.13504, 3.25218], [-3.90348, 2.90136, -1.51299], [0.35705, -1.79178, 3.43679], [-1.42275, 0.23013, -3.19307], [-2.20900, 1.16448, 3.64348], [1.47806, -1.78117, -2.47117], [-2.13039, -0.66037, -2.40324], [-1.90188, -1.11117, -5.13483], [0.04404, 2.91509, 0.53575], [0.88948, -3.66030, -3.82507], [-5.05159, 3.04384, -0.74946], [-1.53527, 2.28429, 5.65720], [3.19873, -3.09076, -3.51760], [1.08344, -3.09867, 3.79472], [-0.39355, 2.74247, 3.59233], [2.74242, -0.38784, 2.08868], [-0.11628, -4.38907, -0.35291], [-2.67262, 2.20765, 0.46035], [3.40850, -0.10659, 0.73964], [2.57887, 0.97620, 2.76202], [2.27822, -4.46727, -0.26291], [2.82320, -2.01525, -2.72888], [-2.36881, 1.38860, 4.99971], [-3.82855, 2.39537, 1.22281], [1.11143, -2.61780, 0.77039], [-2.64009, -1.97214, -4.33587], [-1.22519, 1.84540, 2.92370], [-1.31487, 0.00830, -4.55252], [-2.76458, -1.74920, -2.97308], [3.68388, -1.24331, 2.94912], [3.56215, 1.44661, 2.81281], [2.18249, 0.92334, 3.77040], [-5.97672, 3.35149, -1.21642], [-1.06012, -4.81868, -0.65968], [3.64066, -0.98913, 0.15234], [1.07488, 2.72076, 0.79838], [3.82770, -2.24959, 2.56496], [-0.02232, 2.96634, -0.54912], [3.35867, -1.31947, 3.98239], [-0.74105, 0.66479, -5.19345], [-0.27670, 3.87476, 0.94612], [1.98951, -0.14207, -1.46539], [0.37403, 3.28772, 3.06281], [-1.50839, -2.49527, 4.20823], [-1.26994, -2.93349, 2.52889], [-3.09430, -2.83694, -4.80094], [4.34117, 0.42351, 0.93756], [0.10520, 3.65178, 5.46479], [-1.83963, 2.43520, -1.51526], [0.00761, -1.22423, 5.45899], [-1.04224, -2.71971, 0.59198], [-3.32481, -2.44053, -2.35288], [0.92208, -3.87657, 3.04858], [3.25549, -2.89159, 0.76200], [-3.91588, 3.10101, -2.57553], [3.57926, -1.34609, -2.33272], [3.20793, -4.96289, -0.50602], [2.51503, -4.72644, -4.72640], [4.66020, -0.75413, 2.95411], [-3.13818, 0.86070, 5.54589], [-1.71342, -1.27577, 2.94734], [0.66107, -3.44903, 4.73884], [1.06047, -5.96462, -1.19474], [-3.82418, 2.25379, 2.29116], [-0.53621, -2.40633, -2.83535], [0.07818, 0.16852, 4.39097], [-2.65185, -1.32837, -0.56263], [0.66409, 0.02954, -2.38707], [-1.66330, 2.46587, 6.71557], [-2.71047, 0.29521, -0.70323], [2.15080, -2.97865, 3.94043], [-5.88736, 2.96354, 1.22063], [0.12621, -4.27411, -4.28373], [1.93223, 1.61302, 2.17441], [4.24594, -3.26087, -3.72634], [-0.93272, 1.07765, -2.73749], [2.77654, 0.55196, 0.15165], [-2.86926, 0.46790, 3.14373], [1.55820, -0.65842, 4.87009]], "atomic_forces_ev_per_a": [[-0.3411, -0.2361, 0.0503], [0.3829, -0.0895, -0.1938], [-0.0626, -0.0977, 0.2029], [0.8740, 0.3997, -0.3299], [0.0292, 0.0981, -0.1027], [0.0169, -0.0319, -0.0259], [-0.1955, -0.1671, -0.1206], [0.1138, 0.9368, -0.5176], [-0.1290, -0.3624, -0.0844], [0.0147, 0.0474, -0.1395], [-0.2245, 0.1271, -0.0096], [-0.0002, -0.1177, 0.0911], [-0.0093, 0.0391, 0.0598], [0.0034, -0.0215, -0.0387], [0.0153, -0.0973, -0.0478], [0.1457, -0.0830, -0.0237], [0.0083, -0.0147, 0.0238], [-0.0966, 0.1481, -0.0177], [-0.0743, -0.0168, 0.0823], [0.0608, -0.0312, 0.0388], [-0.0829, -0.0351, -0.0830], [-0.0966, 0.0016, 0.1347], [0.0025, -0.0234, -0.0162], [0.2677, 0.1004, 0.1147], [-0.1509, -0.3350, 0.1705], [-0.2427, 0.2794, 0.7248], [-0.1290, 0.2129, 0.0728], [-0.0236, -0.0606, 0.0236], [-0.0608, 0.0308, -0.0265], [-0.0078, 0.0007, 0.0237], [-0.0028, 0.0244, -0.0221], [-0.0884, -0.0925, -0.0059], [-0.0334, -0.0182, 0.0425], [-0.0196, -0.3624, 0.1062], [-0.0562, 0.1938, 0.0422], [-0.1647, 0.1028, 0.0520], [-0.0757, 0.0101, 0.0286], [-0.0086, -0.0756, 0.1417], [-0.0547, -0.0847, -0.0241], [-0.0002, -0.1211, 0.0534], [0.0433, -0.0112, -0.0053], [0.0470, -0.0077, -0.0788], [0.3437, -0.4588, 0.2151], [-0.1113, -0.1239, -0.1800], [0.0471, 0.1398, 0.0025], [0.0610, -0.0756, -0.2169], [-0.0187, 0.0293, -0.0499], [0.0693, 0.0474, -0.0753], [0.0050, 0.0316, 0.0057], [-0.0043, 0.0096, 0.0193], [-0.0185, 0.0161, -0.0042], [-0.0234, 0.0115, -0.0209], [-0.0223, -0.1000, -0.0268], [0.1539, -0.0326, 0.0750], [0.0081, -0.0327, 0.0006], [-0.0166, -0.0368, -0.0021], [-0.0272, 0.0511, 0.0407], [0.0127, 0.0499, 0.0088], [0.0490, 0.0177, -0.0695], [-0.0024, 0.1059, 0.0898], [0.0266, 0.0228, -0.0210], [-0.0242, 0.0347, 0.0170], [0.0194, -0.0313, 0.0992], [-0.0284, -0.0259, -0.0082], [0.0340, -0.0129, -0.0538], [0.0094, 0.0180, 0.0103], [0.1072, -0.0984, -0.0931], [-0.0076, 0.0184, 0.0189], [-0.0090, -0.0171, -0.0064], [-0.0361, -0.0431, 0.0175], [-0.0178, 0.0274, 0.0132], [0.0486, 0.0267, 0.0053], [-0.0086, 0.0119, -0.0149], [0.0244, 0.0328, 0.0014], [0.0130, -0.0066, -0.0014], [0.0104, -0.0316, -0.0301], [0.0138, 0.0060, 0.0140], [-0.0326, 0.0016, 0.0030], [-0.0121, 0.0504, -0.0289], [0.0061, -0.0235, 0.0095], [-0.0029, -0.0160, -0.0222], [0.0119, -0.0369, 0.0206], [0.0770, -0.0563, 0.0204], [-0.0610, 0.1173, -0.0498], [0.1030, -0.0494, 0.0664], [-0.0828, 0.0014, 0.1145], [0.0059, -0.0197, 0.0170], [-0.2109, -0.2142, -0.0857], [0.0374, 0.0070, 0.0107], [-0.0237, -0.0107, 0.0151], [-0.0316, 0.0075, -0.0519], [-0.1296, 0.1984, -0.0935], [0.0257, -0.0149, -0.0039], [0.0619, 0.2175, 0.0124], [-0.0499, 0.1957, -0.1158], [0.0049, -0.0312, -0.0141], [0.0292, -0.0639, 0.0295]]}